(1)
The following is a quantum chemistry calculation of 4 unconnected molecules or ions with the total composition C56H49BrN4O9P, from the Open Molecules 2025 dataset.

Element x y z (Å)
C 2.341 1.326 -4.139
C 1.013 1.275 -4.662
C -0.603 0.929 -4.763
C -0.979 -0.637 -4.466
C -0.214 -1.312 -3.184
C -0.930 -1.082 -1.732
C 0.200 -1.505 -0.573
C 1.038 -2.862 -0.934
O 0.523 -4.090 -0.740
Br 2.946 -2.847 -1.655
C -1.274 0.522 -1.398
N -2.676 0.867 -1.818
N -3.072 2.173 -1.693
C -2.118 3.071 -0.963
C -3.486 2.822 -2.992
C -4.942 2.611 -3.758
O -2.648 3.706 -3.602
C -3.683 0.028 -1.001
P -5.172 -0.484 -2.150
N -4.545 -1.569 -3.469
O -6.383 -1.349 -1.213
C -3.039 -1.407 -0.481
N -2.143 -1.983 -1.555
H 3.447 1.546 -3.823
H -0.960 1.155 -5.873
H -1.190 1.579 -3.985
H -0.678 -1.295 -5.415
H -2.139 -0.840 -4.311
H 0.917 -1.008 -3.064
H -0.202 -2.487 -3.398
H -0.275 -1.651 0.486
H 0.937 -0.570 -0.485
H -1.119 0.597 -0.215
H -0.423 1.118 -1.986
H -2.867 0.583 -2.826
H -2.654 4.134 -0.868
H -1.924 2.740 0.168
H -1.104 3.301 -1.539
H -5.100 3.548 -4.480
H -5.793 2.684 -2.956
H -4.912 1.605 -4.356
H -4.168 0.646 -0.127
H -4.856 -2.558 -3.231
H -5.087 -1.338 -4.348
H -6.583 -2.216 -1.709
H -2.529 -1.247 0.560
H -3.916 -2.184 -0.312
H -1.763 -2.914 -1.275
C 3.570 -0.844 1.066
C 4.964 -0.858 1.046
C 5.678 0.308 1.327
C 4.995 1.496 1.617
C 3.601 1.515 1.613
C 2.886 0.339 1.348
C 2.870 2.773 1.869
O 1.645 2.790 1.869
C 3.636 4.011 2.116
C 2.956 5.222 2.302
C 3.673 6.395 2.549
C 5.065 6.361 2.620
C 5.745 5.157 2.429
C 5.029 3.981 2.166
C 5.758 2.720 1.930
O 6.982 2.690 1.987
H 3.014 -1.755 0.856
H 5.497 -1.777 0.814
H 6.767 0.289 1.314
H 1.798 0.343 1.357
H 1.869 5.256 2.252
H 3.143 7.335 2.689
H 5.623 7.273 2.820
H 6.832 5.139 2.481
C -4.747 -9.187 -6.012
C -3.975 -10.347 -5.948
C -2.622 -10.268 -5.613
C -2.036 -9.023 -5.354
C -2.802 -7.862 -5.442
C -4.163 -7.945 -5.761
C -2.182 -6.539 -5.219
O -2.855 -5.518 -5.293
C -0.739 -6.464 -4.914
C -0.127 -5.214 -4.757
C 1.234 -5.135 -4.456
C 1.984 -6.300 -4.301
C 1.378 -7.547 -4.462
C 0.015 -7.629 -4.779
C -0.608 -8.951 -4.983
O 0.051 -9.976 -4.852
H -5.803 -9.250 -6.264
H -4.427 -11.314 -6.157
H -2.027 -11.178 -5.560
H -4.771 -7.043 -5.818
H -0.706 -4.299 -4.873
H 1.709 -4.163 -4.340
H 3.043 -6.239 -4.059
H 1.971 -8.453 -4.345
C 3.951 4.837 5.626
C 3.895 3.490 5.982
C 2.897 3.037 6.847
C 1.959 3.937 7.367
C 2.030 5.288 7.029
C 3.022 5.737 6.147
C 1.076 6.255 7.610
O 1.136 7.441 7.312
C 0.056 5.773 8.562
C -0.818 6.687 9.165
C -1.795 6.238 10.057
C -1.908 4.877 10.341
C -1.035 3.965 9.746
C -0.045 4.415 8.863
C 0.896 3.447 8.266
O 0.801 2.251 8.519
H 4.724 5.188 4.945
H 4.628 2.790 5.586
H 2.857 1.983 7.117
H 3.075 6.788 5.869
H -0.739 7.751 8.946
H -2.469 6.950 10.528
H -2.673 4.526 11.030
H -1.126 2.905 9.976

HOMO level in eV: -11.0
Multiplicity: 1
Frontier orbital gap in eV: 7.5818
Net charge: +1

(2)
The following is a quantum chemistry calculation of a molecular structure, C56H49EuNOP2SSi, from the Open Molecules 2025 dataset.

Element x y z (Å)
Eu -0.674 0.496 -0.020
C 0.294 0.194 4.381
Si -0.157 -0.663 2.731
C 1.287 -1.950 2.732
C 1.444 -2.870 3.813
C 2.514 -3.727 3.900
C 3.570 -3.695 2.970
C 3.463 -2.804 1.961
C 2.392 -1.913 1.868
P 2.249 -0.908 0.411
C 3.369 0.558 0.550
C 3.402 1.401 -0.578
C 4.103 2.633 -0.522
C 4.656 3.048 0.664
C 4.570 2.255 1.767
C 4.025 0.989 1.721
C 2.963 -1.908 -0.958
C 2.113 -2.923 -1.488
C 2.384 -3.604 -2.698
C 3.546 -3.269 -3.377
C 4.420 -2.331 -2.856
C 4.152 -1.656 -1.649
C -1.629 -1.703 3.265
C -2.439 -1.271 4.326
C -3.672 -1.852 4.619
C -4.107 -2.944 3.912
C -3.328 -3.467 2.867
C -2.124 -2.809 2.547
P -1.191 -3.060 0.986
C -1.116 -4.907 0.815
C -2.007 -5.765 0.209
C -1.708 -7.118 0.063
C -0.466 -7.637 0.541
C 0.449 -6.763 1.175
C 0.075 -5.405 1.315
C -2.210 -2.355 -0.345
C -3.062 -1.267 0.039
C -3.551 -0.430 -0.964
C -3.253 -0.745 -2.307
C -2.516 -1.867 -2.636
C -1.887 -2.650 -1.696
H 0.458 -0.600 5.138
H 1.220 0.738 4.230
H -0.400 0.878 4.833
H 0.609 -2.933 4.561
H 2.427 -4.476 4.676
H 4.459 -4.342 2.974
H 4.253 -2.680 1.211
H 2.852 1.135 -1.471
H 4.000 3.332 -1.351
H 5.027 4.084 0.638
H 5.003 2.672 2.690
H 4.066 0.303 2.619
H 1.184 -3.178 -0.978
H 1.688 -4.304 -3.132
H 3.796 -3.683 -4.341
H 5.382 -2.113 -3.374
H 4.862 -0.849 -1.410
H -2.104 -0.515 5.028
H -4.231 -1.365 5.402
H -5.090 -3.352 4.182
H -3.709 -4.333 2.211
H -2.890 -5.325 -0.269
H -2.387 -7.814 -0.417
H -0.249 -8.702 0.317
H 1.465 -7.116 1.398
H 0.782 -4.686 1.733
H -3.185 -1.096 1.140
H -4.081 0.455 -0.780
H -3.620 -0.079 -3.066
H -2.390 -2.107 -3.704
H -1.129 -3.427 -1.962
C -0.363 1.193 -4.901
S -0.566 1.881 -3.272
O 0.252 0.953 -2.391
C 0.372 3.440 -3.338
C 1.698 3.456 -3.716
C 2.349 4.675 -3.824
C 1.779 5.844 -3.386
C 0.467 5.824 -2.893
C -0.283 4.611 -2.894
H 0.634 1.228 -5.181
H -0.969 1.698 -5.595
H -0.679 0.164 -4.729
H 2.196 2.524 -3.980
H 3.365 4.726 -4.129
H 2.278 6.801 -3.450
H -0.034 6.736 -2.578
H -1.314 4.590 -2.641
C 0.996 5.926 0.807
C -0.406 6.157 0.808
C -1.227 5.170 0.370
C -0.827 3.881 0.055
C 0.543 3.686 0.137
C 1.428 4.671 0.530
N -1.595 2.838 -0.351
C -2.955 3.030 -0.442
C -3.717 3.262 0.731
C -5.099 3.159 0.745
C -5.746 3.058 -0.496
C -5.069 2.801 -1.667
C -3.663 2.853 -1.680
H 1.649 6.671 1.146
H -0.782 7.126 1.047
H -2.242 5.415 0.293
H 1.044 2.711 -0.118
H 2.500 4.395 0.607
H -3.179 3.371 1.628
H -5.604 3.142 1.697
H -6.814 3.102 -0.539
H -5.658 2.744 -2.543
H -3.166 2.629 -2.645

HOMO level (alpha / beta) in eV: -6.4 / -6.4
Expectation value of S²: 15.761
Multiplicity: 8
Frontier orbital gap (alpha / beta) in eV: 6.5816 / 6.5956
Net charge: 0

Max |F| list, top to bottom, in eV Å⁻¹: 9.950; 2.606